{
  "formula": "C32H74BNO10",
  "method": "the ωB97M-V functional and the def2-TZVPD basis",
  "species": ["C", "O", "C", "C", "C", "C", "O", "C", "C", "C", "C", "C", "N", "C", "C", "C", "O", "C", "C", "B", "O", "O", "O", "C", "H", "H", "H", "H", "H", "H", "H", "H", "H", "H", "H", "H", "H", "H", "H", "H", "H", "H", "H", "H", "H", "H", "H", "H", "H", "H", "H", "H", "H", "H", "H", "H", "H", "H", "C", "C", "O", "C", "C", "H", "H", "H", "H", "H", "H", "H", "H", "H", "H", "C", "C", "O", "C", "C", "H", "H", "H", "H", "H", "H", "H", "H", "H", "H", "C", "C", "O", "C", "C", "H", "H", "H", "H", "H", "H", "H", "H", "H", "H", "C", "C", "O", "C", "C", "H", "H", "H", "H", "H", "H", "H", "H", "H", "H"],
  "xyz": [[4.70317, -4.41781, -0.09442], [5.18724, -3.40525, -0.93936], [4.20262, -2.85889, -1.80602], [4.41559, -1.36127, -1.95966], [3.17699, -0.60924, -2.45831], [2.00975, -0.70681, -1.48810], [1.21168, 0.45231, -1.62060], [0.12978, 0.54013, -0.70075], [-1.17177, 0.81910, -1.44942], [-2.35040, 0.12099, -0.78329], [-3.67820, 0.21958, -1.53176], [-4.79878, -0.49921, -0.77903], [-4.87483, -1.93082, -1.12829], [-6.20098, -2.47856, -0.78990], [-3.89926, -2.71065, -0.40952], [-3.23818, -3.76194, -1.24280], [-3.63773, -2.52653, 0.75118], [0.48326, 1.57481, 0.40435], [0.59528, 0.93856, 1.80285], [-0.79164, 0.64126, 2.51410], [-1.45082, -0.56648, 2.50465], [-1.38242, 1.62547, 3.27563], [-0.46196, 2.62593, 0.39638], [-0.03757, 3.77582, 1.10239], [4.13115, -4.01109, 0.75141], [5.55326, -4.96856, 0.31394], [4.06620, -5.13848, -0.62238], [4.28430, -3.36126, -2.77946], [3.20257, -3.07676, -1.41214], [4.71318, -0.96169, -0.98374], [5.25300, -1.17979, -2.63806], [2.88490, -0.99254, -3.44229], [3.43964, 0.44153, -2.59719], [2.39188, -0.80088, -0.45868], [1.39871, -1.59510, -1.70690], [0.02111, -0.44051, -0.20978], [-1.36392, 1.88928, -1.50455], [-1.04777, 0.45233, -2.47489], [-2.51303, 0.55476, 0.21081], [-2.08446, -0.93067, -0.62207], [-3.94032, 1.27828, -1.62318], [-3.59058, -0.21390, -2.53348], [-4.65159, -0.36862, 0.30129], [-5.77029, -0.05404, -1.01025], [-6.49530, -2.20555, 0.23047], [-6.18094, -3.56954, -0.85133], [-6.92956, -2.10072, -1.50746], [-3.98547, -4.40346, -1.71450], [-2.67912, -3.26778, -2.04160], [-2.55742, -4.34947, -0.62592], [1.46834, 1.98034, 0.12982], [1.17590, 0.01427, 1.71289], [1.15874, 1.61275, 2.45555], [-1.16249, -1.19783, 1.83953], [-2.11740, 1.24323, 3.77087], [-0.75553, 4.56943, 0.89210], [-0.01527, 3.60703, 2.18432], [0.96048, 4.08639, 0.76737], [-5.18000, 1.86972, 3.27441], [-6.13160, 2.64154, 2.37511], [-6.61803, 1.89188, 1.27661], [-7.38836, 0.74711, 1.59357], [-8.68312, 1.04157, 2.33067], [-4.35332, 1.46102, 2.68992], [-4.77361, 2.53638, 4.03668], [-5.67458, 1.04332, 3.78668], [-5.60608, 3.48307, 1.92348], [-6.96067, 3.05814, 2.95897], [-6.78493, 0.02080, 2.15134], [-7.61132, 0.29363, 0.62665], [-8.50473, 1.45221, 3.32542], [-9.25527, 0.12123, 2.45229], [-9.28673, 1.75699, 1.77077], [5.03053, -9.25788, -0.54733], [3.81773, -9.12550, -1.45267], [3.82634, -7.96515, -2.26436], [4.91121, -7.84938, -3.16795], [4.99568, -8.97470, -4.18496], [5.14689, -8.36446, 0.06777], [4.90832, -10.11893, 0.11044], [5.95218, -9.40278, -1.11220], [2.91527, -9.03302, -0.84811], [3.69913, -10.02624, -2.06585], [5.85768, -7.75312, -2.62359], [4.74634, -6.90212, -3.68178], [5.21251, -9.93625, -3.71793], [5.79494, -8.76775, -4.89724], [4.05652, -9.06570, -4.73207], [0.22560, 6.36091, 6.56031], [-0.68091, 6.89973, 5.46648], [-0.84832, 6.02215, 4.36910], [-1.42499, 4.76110, 4.66550], [-2.82530, 4.84054, 5.25013], [1.19560, 6.08027, 6.14787], [0.37990, 7.12544, 7.32254], [-0.19962, 5.48536, 7.05247], [-0.24359, 7.80132, 5.03686], [-1.65286, 7.18617, 5.88540], [-0.76859, 4.17959, 5.32302], [-1.45896, 4.23403, 3.71458], [-2.83916, 5.31414, 6.23303], [-3.23112, 3.83433, 5.36450], [-3.48232, 5.40880, 4.58983], [5.84376, 4.90470, -5.52982], [5.37963, 3.58750, -4.93164], [5.62190, 3.46498, -3.54222], [4.99044, 4.42718, -2.71586], [3.47374, 4.41716, -2.80093], [6.89965, 5.07128, -5.31294], [5.70968, 4.88638, -6.61186], [5.27942, 5.75383, -5.14227], [5.93313, 2.76328, -5.38208], [4.31982, 3.41993, -5.15630], [5.37953, 5.43047, -2.92534], [5.30468, 4.17081, -1.70394], [3.11776, 4.71202, -3.78901], [3.05436, 5.11828, -2.07853], [3.08450, 3.42082, -2.58449]],
  "forces_ev_per_angstrom": [[-0.1, -0.4, 0.2], [0.1, 0.1, 0.0], [0.0, -0.2, 0.0], [0.0, 0.1, 0.0], [0.3, -0.2, -0.1], [0.0, 0.0, -0.1], [0.0, 0.2, -0.1], [-0.1, 0.0, 0.2], [-0.1, -0.1, -0.2], [0.0, 0.1, 0.1], [0.1, -0.1, 0.2], [-0.2, 0.1, 0.0], [0.0, 0.1, 0.3], [0.2, 0.0, -0.2], [-0.2, 0.0, -0.1], [0.2, -0.2, 0.1], [0.2, 0.1, 0.1], [0.1, -0.1, 0.1], [-0.2, 0.0, 0.0], [-0.1, 0.0, 0.1], [0.0, 0.2, -0.1], [0.3, -0.3, 0.1], [0.0, 0.1, 0.0], [0.0, 0.0, 0.1], [0.0, 0.1, -0.1], [0.0, 0.1, -0.1], [0.1, 0.0, -0.1], [-0.1, 0.0, 0.0], [0.0, 0.1, 0.1], [-0.1, 0.0, -0.1], [0.0, 0.0, 0.1], [0.0, 0.1, 0.1], [-0.1, 0.0, 0.1], [0.0, 0.0, 0.0], [0.0, 0.0, 0.1], [0.0, 0.0, -0.1], [0.1, 0.0, -0.1], [0.0, 0.0, 0.1], [0.1, -0.1, 0.0], [0.0, 0.0, 0.0], [0.0, -0.1, -0.1], [0.0, 0.2, 0.0], [-0.1, 0.0, 0.0], [0.1, -0.1, -0.1], [-0.1, 0.0, 0.0], [0.0, 0.1, -0.1], [0.0, 0.0, 0.1], [0.0, 0.1, 0.0], [-0.1, 0.0, 0.0], [-0.1, 0.0, -0.1], [-0.1, 0.0, 0.0], [0.0, 0.1, 0.0], [0.0, -0.1, 0.0], [0.0, 0.0, 0.1], [-0.1, 0.1, -0.1], [0.1, -0.1, 0.0], [0.0, 0.0, -0.1], [-0.1, 0.0, 0.0], [0.0, -0.1, 0.0], [0.1, 0.0, 0.0], [0.0, 0.0, -0.1], [0.0, -0.1, 0.0], [0.1, 0.1, 0.0], [0.0, 0.0, 0.0], [0.0, 0.0, 0.0], [0.0, 0.0, 0.0], [0.0, 0.0, 0.0], [0.0, 0.0, 0.0], [0.0, 0.0, 0.0], [0.0, 0.0, 0.0], [0.0, 0.0, 0.0], [0.0, 0.0, 0.0], [0.0, 0.0, 0.0], [0.0, 0.1, 0.0], [0.0, 0.0, 0.0], [0.0, 0.1, 0.0], [0.1, 0.0, 0.0], [0.0, 0.0, 0.0], [0.0, 0.0, 0.0], [0.0, 0.0, 0.0], [0.0, 0.0, 0.0], [0.0, 0.0, 0.0], [0.0, 0.0, 0.0], [0.0, 0.0, 0.0], [0.0, 0.0, 0.0], [0.0, 0.0, 0.0], [0.0, 0.0, 0.0], [0.0, 0.0, 0.0], [0.0, -0.1, 0.0], [0.0, 0.1, 0.0], [0.0, 0.0, 0.0], [0.0, -0.1, 0.0], [0.0, 0.1, 0.0], [0.0, 0.0, 0.0], [0.0, 0.0, 0.0], [0.0, 0.0, 0.0], [0.0, 0.0, 0.0], [0.0, 0.0, 0.0], [0.0, 0.0, 0.0], [0.0, 0.0, 0.0], [0.0, 0.0, 0.0], [0.0, 0.0, 0.0], [0.0, 0.0, 0.0], [0.0, 0.0, 0.1], [0.0, 0.0, -0.1], [0.0, 0.0, 0.0], [0.0, 0.0, 0.1], [0.0, -0.1, -0.1], [0.0, 0.0, 0.0], [0.0, 0.0, 0.0], [0.0, 0.0, 0.0], [0.0, 0.0, 0.0], [0.0, 0.0, 0.0], [0.0, 0.0, 0.0], [0.0, 0.0, 0.0], [0.0, 0.0, 0.0], [0.0, 0.0, 0.0], [0.0, 0.0, 0.0]],
  "mulliken_charge": [-0.665, -0.383, -0.336, -0.745, -0.254, -0.504, -0.456, 0.194, -1.386, 0.645, -1.138, -0.579, 0.041, -0.995, 0.598, -1.188, -0.537, 0.103, -1.244, 0.553, -0.654, -0.191, -0.370, -0.617, 0.297, 0.254, 0.280, 0.276, 0.347, 0.327, 0.377, 0.260, 0.082, 0.231, 0.291, 0.415, 0.270, 0.422, -0.220, -0.008, 0.395, 0.382, 0.484, 0.502, 0.307, 0.370, 0.340, 0.350, 0.261, 0.380, 0.611, 0.200, 0.358, 0.282, 0.227, 0.266, 0.191, 0.295, -0.244, -0.469, -0.427, 0.024, -1.430, -0.068, 0.034, 0.321, 0.333, 0.326, 0.246, 0.314, 0.314, 0.446, 0.313, -0.980, -0.326, -0.414, -0.214, -1.166, 0.222, 0.386, 0.271, 0.331, 0.311, 0.310, 0.294, 0.274, 0.401, 0.301, -1.057, -0.316, -0.424, 0.381, -1.125, 0.283, 0.405, 0.260, 0.353, 0.306, 0.253, -0.283, 0.355, 0.238, 0.332, -1.088, -0.283, -0.431, -0.385, -0.842, 0.281, 0.399, 0.270, 0.365, 0.276, 0.319, 0.337, 0.284, 0.395, 0.113],
  "total_charge": 0,
  "energy_ha": -2095.64853,
  "orbital_gap_ev": 9.613,
  "smiles": "COCCCCO[C@H](CCCCN(C)C(C)=O)[C@H](CB(O)O)OC.CCOCC.CCOCC.CCOCC.CCOCC",
  "largest_force_ha_per_bohr": 0.008
}